116
Properties=species:S:1:pos:R:3:mulliken_charge:R:1 method="wB97M-V/def2-TZVPD" max_force_ev_per_a=0.45 charge=+1 e_tot_ha=-2256.52877 e_homo_ev=-10.31 gap_ev=6.1
C -0.5835 6.0720 -4.5652 -1.12
C -0.0411 5.9676 -5.9847 -0.91
C 1.3674 5.3683 -6.0418 0.80
C 2.0450 5.5498 -7.4188 -1.46
C 1.4031 3.9196 -5.6423 0.39
C 0.4447 2.9946 -6.0779 -0.16
C 0.5223 1.6938 -5.6850 -0.79
N 1.5178 1.2940 -4.8749 0.05
C 2.4615 2.1403 -4.4317 -0.74
C 2.4221 3.4500 -4.8063 -0.36
H -0.4500 5.1408 -4.0101 0.21
H -0.0560 6.8517 -4.0179 0.30
H -1.6455 6.3007 -4.5653 0.41
H -0.7215 5.3987 -6.6215 0.39
H 0.0109 6.9617 -6.4268 0.48
H 1.9567 5.8952 -5.2881 0.04
H 3.0589 5.9241 -7.2973 0.38
H 2.1125 4.6193 -7.9786 0.35
H 1.4916 6.2748 -8.0095 0.40
H -0.3735 3.2910 -6.7154 0.43
H -0.2118 0.9626 -5.9860 0.53
H 1.5438 0.3289 -4.5727 0.36
H 3.2132 1.7383 -3.7710 0.49
H 3.1785 4.1234 -4.4301 0.50
C -3.8155 1.1522 -2.3246 -0.77
O -3.0437 0.0315 -2.7057 -0.33
C -1.6821 0.2980 -2.9160 -0.21
C -0.7952 -0.8180 -2.4051 -0.21
O -0.6901 -0.8947 -1.0068 -0.42
C -1.7817 -1.4303 -0.2674 -0.81
C -1.9691 -2.9220 -0.4002 0.37
O -2.4751 -3.2779 -1.6743 -0.30
C -2.0126 -4.5254 -2.1442 -0.73
H -3.9961 1.8234 -3.1716 0.32
H -4.7710 0.7782 -1.9649 0.26
H -3.3311 1.7128 -1.5185 0.35
H -1.3855 1.2401 -2.4365 0.32
H -1.5061 0.3943 -4.0028 0.21
H 0.2261 -0.5857 -2.7391 0.05
H -1.0799 -1.7733 -2.8532 0.21
H -2.7095 -0.8995 -0.4881 0.22
H -1.5341 -1.2357 0.7767 0.49
H -2.6819 -3.2359 0.3735 -0.24
H -1.0158 -3.4302 -0.2121 0.33
H -0.9241 -4.6105 -2.0465 0.38
H -2.2776 -4.5961 -3.1978 0.28
H -2.4801 -5.3582 -1.6084 0.14
C 2.3349 4.0207 -1.0556 -0.29
O 3.1539 5.1585 -1.1432 -0.32
C 2.6146 6.2094 -1.9246 -0.11
C 2.8908 7.5711 -1.3287 -0.56
O 2.1443 7.8639 -0.1704 -0.44
C 2.5103 7.2542 1.0575 -0.28
C 3.7827 7.7842 1.6723 -0.55
O 4.9245 7.3490 0.9557 -0.29
C 5.9744 8.2918 0.9221 -0.78
H 2.3681 3.4416 -1.9872 -0.24
H 2.7117 3.3955 -0.2480 0.34
H 1.2951 4.2849 -0.8352 0.40
H 1.5313 6.0831 -2.0426 0.28
H 3.0774 6.1854 -2.9247 0.17
H 2.5571 8.3062 -2.0665 0.43
H 3.9626 7.7155 -1.1769 0.17
H 2.5483 6.1657 0.9719 0.08
H 1.6957 7.5060 1.7392 0.40
H 3.8393 7.4129 2.7039 0.40
H 3.7410 8.8783 1.7043 0.35
H 5.6101 9.2846 0.6365 0.35
H 6.6913 7.9545 0.1756 0.23
H 6.4821 8.3659 1.8890 0.33
C 0.9799 -1.6555 1.9547 -0.74
O 0.3373 -2.2292 3.0666 -0.27
C 0.7086 -3.5774 3.3095 -0.20
C 0.7362 -3.9185 4.7776 -0.26
O 1.8013 -3.3609 5.5226 -0.49
C 1.7610 -1.9837 5.8417 -0.24
C 0.7585 -1.6079 6.9075 -0.59
O -0.5705 -1.6610 6.4207 -0.25
C -1.5142 -2.0964 7.3724 -0.80
H 0.5700 -2.0572 1.0234 0.13
H 0.8023 -0.5808 1.9876 0.23
H 2.0616 -1.8318 1.9684 0.47
H 1.6859 -3.7926 2.8624 0.39
H -0.0363 -4.2387 2.8450 0.02
H 0.8871 -4.9989 4.8330 0.31
H -0.2305 -3.7020 5.2379 0.13
H 1.6267 -1.3642 4.9511 0.06
H 2.7510 -1.7696 6.2515 0.41
H 0.9798 -0.5830 7.2354 0.40
H 0.8812 -2.2761 7.7671 0.33
H -1.1801 -3.0096 7.8772 0.35
H -2.4388 -2.3117 6.8393 0.23
H -1.7136 -1.3280 8.1273 0.32
C -3.1929 -10.2920 3.8667 -0.78
O -3.5916 -8.9527 3.6791 -0.30
C -3.1837 -8.0737 4.7096 -0.63
C -2.7794 -6.7232 4.1682 -0.33
O -1.5513 -6.7077 3.4609 -0.29
C -1.4851 -7.2917 2.1740 -0.75
C -2.1857 -6.5106 1.0859 0.56
O -3.5925 -6.5991 1.1836 -0.39
C -4.2704 -5.4234 0.8102 -0.68
H -3.7882 -10.7869 4.6416 0.32
H -3.3461 -10.8118 2.9226 0.23
H -2.1334 -10.3594 4.1372 0.35
H -2.3476 -8.5011 5.2744 0.36
H -4.0205 -7.9194 5.4042 0.39
H -2.6052 -6.0759 5.0314 0.37
H -3.5880 -6.2815 3.5814 0.13
H -1.8126 -8.3333 2.1820 0.27
H -0.4203 -7.2805 1.9258 0.45
H -1.8658 -6.9211 0.1172 0.36
H -1.8641 -5.4619 1.1368 -0.40
H -3.8401 -4.5420 1.3013 0.33
H -5.3055 -5.5281 1.1299 0.37
H -4.2512 -5.2696 -0.2754 0.20


117
Properties=species:S:1:pos:R:3:mulliken_charge:R:1 method="wB97M-V/def2-TZVPD" max_force_ev_per_a=10.74 charge=+1 e_tot_ha=-2554.33721 e_homo_ev=-10.69 gap_ev=5.4
C -2.5827 -2.0481 0.7055 -0.41
O -1.7191 -1.6763 -0.4261 -0.36
C -2.3637 -0.7137 -1.3324 -0.37
C -1.2936 0.4954 -1.6119 -0.19
C -1.7305 1.9648 -1.0336 -0.54
C -2.6374 1.9379 0.3310 -0.23
C -1.8323 1.3415 1.6612 0.00
C -2.9771 1.2524 2.8572 -0.51
C -2.4137 1.6152 4.3534 -0.71
C -2.6016 3.2137 4.7712 -0.47
C -1.2614 4.0516 4.3339 0.18
C -1.3127 5.6582 4.7594 -0.49
S -1.3739 6.7992 3.2555 0.12
C 0.3701 6.7743 2.5449 -0.65
C 1.5403 7.2140 3.6199 -0.53
C 2.9401 6.3578 3.4824 -0.69
O 2.7490 4.9185 3.2164 -0.08
C 3.4035 4.0805 4.2417 -0.81
N -2.3912 6.0397 2.0354 0.69
C -3.8643 6.2604 2.3143 0.26
O -4.7480 5.2319 2.1876 -0.34
F -4.4731 7.5823 2.6838 -0.22
C -2.0081 6.4803 0.6362 0.31
O -2.3638 7.6415 0.0602 -0.40
F -1.1400 5.5826 -0.2061 -0.18
H -3.3715 -1.2345 1.0113 0.14
H -1.8577 -2.1693 1.6463 0.16
H -3.0631 -3.1255 0.5322 0.22
H -2.5001 -1.2824 -2.3732 0.23
H -3.4363 -0.3706 -1.0151 0.28
H -0.2139 0.2351 -1.2390 0.11
H -1.2092 0.6164 -2.7963 0.23
H -0.7169 2.5265 -0.7489 0.00
H -2.2410 2.6678 -1.8519 0.33
H -3.7088 1.4374 0.1893 0.29
H -2.8710 3.0749 0.6027 -0.02
H -1.2985 0.3233 1.4378 0.36
H -0.9735 2.1107 1.9704 -0.10
H -3.4452 0.1723 2.7900 0.19
H -3.8550 1.9957 2.5425 0.22
H -1.3012 1.2819 4.5230 0.27
H -3.0826 1.0066 5.1221 0.30
H -2.6437 3.2552 5.9631 0.36
H -3.6142 3.6778 4.3504 0.18
H -0.3059 3.5182 4.8060 0.32
H -1.1532 3.9716 3.1626 -0.40
H -2.2747 5.7751 5.4551 0.48
H -0.3933 5.8841 5.4796 0.30
H 0.5371 5.7119 2.0788 0.41
H 0.3909 7.5852 1.6763 0.54
H 1.1662 7.2346 4.7429 0.29
H 1.8217 8.3437 3.3665 0.36
H 3.6195 6.5370 4.4323 0.44
H 3.5413 6.8347 2.5690 0.27
H 4.5360 3.9543 3.9191 0.23
H 3.2755 4.5460 5.3114 0.44
H 2.8271 3.0492 4.2575 0.21
C -5.1898 -4.7445 5.5659 -1.06
C -4.8347 -4.2833 4.1632 -0.32
O -3.4751 -3.8786 4.0265 -0.35
C -2.4863 -4.8729 4.2801 -0.35
C -2.5683 -6.0607 3.3368 -1.02
H -4.9073 -3.9877 6.3055 0.29
H -6.2644 -4.9349 5.6456 0.39
H -4.6662 -5.6683 5.8281 0.26
H -5.4448 -3.4079 3.9189 0.31
H -5.0799 -5.0499 3.4212 0.32
H -2.5284 -5.1941 5.3257 0.33
H -1.5151 -4.3852 4.1445 0.32
H -3.4874 -6.6332 3.4921 0.27
H -1.7229 -6.7361 3.4980 0.39
H -2.5622 -5.7283 2.2938 0.23
C 0.4142 -3.9944 -3.8160 -0.72
C -0.5352 -2.9833 -4.4345 -0.19
O 0.0510 -1.6986 -4.6265 -0.35
C 1.1750 -1.6357 -5.5004 -0.33
C 0.8588 -2.0648 -6.9229 -0.94
H 0.8545 -3.5988 -2.8944 0.26
H -0.1140 -4.9246 -3.5861 0.42
H 1.2382 -4.2364 -4.4935 -0.05
H -1.3820 -2.8393 -3.7559 0.23
H -0.9512 -3.3561 -5.3759 0.27
H 2.0098 -2.2123 -5.0893 0.30
H 1.4980 -0.5894 -5.5146 0.34
H 0.6107 -3.1289 -6.9749 0.11
H 1.7195 -1.8903 -7.5752 0.40
H 0.0001 -1.5093 -7.3134 0.32
C 5.1470 1.2846 -1.8978 -1.05
C 4.7050 0.6731 -0.5799 -0.17
O 5.3392 1.2548 0.5561 -0.44
C 5.1084 2.6444 0.7721 -0.51
C 3.6466 2.9847 1.0060 -0.59
H 6.2389 1.2737 -1.9830 0.29
H 4.7198 0.7306 -2.7391 0.38
H 4.8235 2.3259 -1.9844 0.27
H 4.9780 -0.3870 -0.5783 0.34
H 3.6166 0.7140 -0.4704 0.19
H 5.5248 3.2323 -0.0520 0.32
H 5.6783 2.9175 1.6666 0.24
H 3.0454 2.8082 0.1093 0.39
H 3.5382 4.0386 1.2786 0.13
H 3.2283 2.3669 1.8070 0.18
C 2.8409 -7.9392 -5.8003 -1.13
C 1.8915 -6.9281 -6.4188 -0.32
O 2.4777 -5.6434 -6.6109 -0.37
C 3.6016 -5.5806 -7.4847 -0.35
C 3.2855 -6.0096 -8.9072 -1.08
H 3.2812 -7.5437 -4.8788 0.30
H 2.3126 -8.8695 -5.5704 0.39
H 3.6648 -8.1812 -6.4778 0.27
H 1.0447 -6.7842 -5.7402 0.33
H 1.4754 -7.3010 -7.3602 0.33
H 4.4365 -6.1571 -7.0737 0.30
H 3.9247 -4.5343 -7.4989 0.34
H 3.0374 -7.0738 -8.9592 0.26
H 4.1462 -5.8352 -9.5595 0.40
H 2.4268 -5.4541 -9.2977 0.28


124
Properties=species:S:1:pos:R:3:mulliken_charge:R:1 method="wB97M-V/def2-TZVPD" max_force_ev_per_a=0.97 e_tot_ha=-3177.46376 e_homo_ev=-9.28 smiles="N#CC[C@@](C#N)(CCCCOC=O)P(O)I.COCCOC.COCCOC.COCCOC.COCCOC.COCCOC.COCCOC" gap_ev=8.9
N -3.3403 4.8175 3.3909 -0.47
C -3.6954 3.9020 2.7965 0.16
C -4.2209 2.7956 2.0039 0.01
C -3.1310 1.8375 1.4111 2.05
C -1.8371 2.0370 2.0448 -0.67
N -0.7704 2.2049 2.4400 -0.53
C -3.5921 0.3595 1.4931 -1.37
C -3.2450 -0.3551 2.7971 -0.26
C -1.8076 -0.9075 2.8564 -0.44
C -1.7516 -2.3363 3.3770 -1.00
O -2.5945 -2.4593 4.5446 -0.20
C -1.9898 -2.8731 5.6742 0.14
O -1.2284 -3.8026 5.7427 -0.52
P -2.8714 2.3975 -0.3781 0.02
O -1.8225 1.2276 -0.8214 -0.34
I -4.9971 1.6479 -1.3408 -0.11
H -4.7840 3.2515 1.1857 0.33
H -4.9361 2.2234 2.5924 -0.16
H -4.6774 0.3702 1.3914 0.46
H -3.2153 -0.1996 0.6366 0.42
H -3.9086 -1.2193 2.8642 0.11
H -3.4776 0.2520 3.6716 0.21
H -1.1720 -0.2916 3.4906 0.39
H -1.3572 -0.9089 1.8619 0.27
H -2.1179 -3.0324 2.6221 0.32
H -0.7284 -2.6030 3.6320 0.48
H -2.2509 -2.2864 6.5644 0.41
H -1.0330 1.6593 -1.1786 0.31
C -2.3203 -2.1849 -7.1014 -0.26
O -3.3086 -1.1939 -6.8748 -0.35
C -4.2882 -1.5757 -5.9249 -0.64
C -4.0219 -0.9524 -4.5728 -0.33
O -2.8199 -1.4362 -3.9953 -0.42
C -1.7312 -0.5440 -4.1329 -0.64
H -1.4998 -1.7198 -7.6444 -0.20
H -1.9308 -2.5900 -6.1647 0.31
H -2.7248 -3.0025 -7.7082 0.34
H -4.3353 -2.6653 -5.8349 0.33
H -5.2577 -1.2236 -6.2915 0.36
H -4.8388 -1.2173 -3.8936 0.38
H -3.9949 0.1387 -4.6567 0.29
H -1.8443 0.3083 -3.4527 0.18
H -1.6364 -0.1796 -5.1591 0.30
H -0.8259 -1.0882 -3.8660 0.32
C 1.4435 -0.2943 -6.8666 -0.22
O 0.8981 -0.7513 -8.0919 -0.43
C 0.1974 0.2552 -8.8044 -0.33
C 1.0182 0.8237 -9.9396 -0.76
O 2.1580 1.5256 -9.4687 -0.37
C 3.3561 0.7760 -9.5523 -0.69
H 2.1441 -1.0463 -6.5098 0.35
H 1.9773 0.6496 -6.9881 0.35
H 0.6498 -0.1690 -6.1201 -0.21
H -0.1169 1.0564 -8.1282 0.30
H -0.7042 -0.2073 -9.2191 0.44
H 0.4034 1.5366 -10.4973 0.37
H 1.3152 0.0241 -10.6252 0.36
H 3.6946 0.7016 -10.5915 0.35
H 3.2341 -0.2280 -9.1393 0.29
H 4.1142 1.3045 -8.9762 0.21
C -6.0614 -1.7433 4.8627 -0.77
O -6.1183 -0.3615 4.5451 -0.34
C -7.0295 -0.0671 3.4998 -0.08
C -8.3392 0.4798 4.0241 -0.89
O -9.0462 -0.4862 4.7797 -0.37
C -8.9188 -0.3160 6.1806 -0.67
H -5.5263 -1.8388 5.8057 0.20
H -7.0608 -2.1689 4.9749 0.40
H -5.5129 -2.2978 4.0947 0.33
H -7.2104 -0.9548 2.8855 0.36
H -6.5658 0.6941 2.8615 0.15
H -8.9704 0.7580 3.1742 0.40
H -8.1585 1.3801 4.6199 0.38
H -9.5102 0.5405 6.5209 0.33
H -7.8768 -0.1757 6.4769 0.27
H -9.3032 -1.2172 6.6546 0.25
C -0.4089 -3.0328 9.2749 -0.82
O -1.5511 -2.1912 9.3337 -0.35
C -2.6067 -2.7251 10.1163 -0.45
C -2.6596 -2.1026 11.4938 -0.57
O -1.5155 -2.4262 12.2652 -0.37
C -0.5524 -1.3894 12.3126 -0.68
H 0.4056 -2.4473 8.8521 0.24
H -0.1127 -3.3875 10.2645 0.41
H -0.6011 -3.8883 8.6199 0.33
H -2.5117 -3.8120 10.1982 0.36
H -3.5447 -2.5056 9.5957 0.34
H -3.5330 -2.4949 12.0241 0.37
H -2.7739 -1.0173 11.4112 0.34
H -0.8925 -0.5747 12.9610 0.32
H -0.3371 -0.9927 11.3178 0.29
H 0.3604 -1.8107 12.7301 0.24
C 5.8066 2.1347 -2.6928 -0.53
O 5.2506 3.1000 -3.5722 -0.39
C 5.3070 2.7202 -4.9356 -0.75
C 3.9773 2.1977 -5.4307 0.07
O 3.6127 0.9835 -4.7905 -0.35
C 2.6638 1.1599 -3.7562 -0.88
H 5.5148 2.4071 -1.6794 0.30
H 5.4337 1.1305 -2.9079 0.27
H 6.8993 2.1404 -2.7580 0.19
H 6.0885 1.9705 -5.0944 0.34
H 5.5704 3.6114 -5.5141 0.42
H 4.0548 1.9906 -6.5032 -0.04
H 3.1991 2.9542 -5.2906 0.34
H 1.6704 1.3657 -4.1741 0.33
H 2.9475 1.9724 -3.0832 0.43
H 2.6200 0.2304 -3.1899 0.27
C 9.3902 2.5721 -0.8990 -0.89
O 9.3872 1.6494 -1.9752 -0.29
C 10.5287 1.7631 -2.8108 -0.52
C 11.5550 0.6929 -2.5138 -0.54
O 12.1113 0.8378 -1.2179 -0.37
C 11.5570 -0.0466 -0.2612 -0.68
H 8.6139 2.2691 -0.1982 0.24
H 10.3509 2.5817 -0.3800 0.47
H 9.1625 3.5805 -1.2613 0.31
H 10.9793 2.7552 -2.7123 0.36
H 10.1894 1.6476 -3.8452 0.36
H 12.3748 0.7821 -3.2333 0.36
H 11.1082 -0.2991 -2.6320 0.34
H 11.9210 -1.0673 -0.4211 0.32
H 10.4650 -0.0441 -0.2940 0.28
H 11.8819 0.2903 0.7217 0.24


122
Properties=species:S:1:pos:R:3:mulliken_charge:R:1 method="wB97M-V/def2-TZVPD" max_force_ev_per_a=4.05 e_tot_ha=-2861.51370 e_homo_ev=-9.77 gap_ev=9.9
C 8.5362 -2.2436 0.7396 -0.61
C 8.3246 -3.4147 -0.2676 0.62
O 9.1206 -4.2882 -0.4336 -0.54
O 7.0864 -3.4228 -0.9712 -0.29
C 6.1791 -4.1448 -0.0963 -0.67
C 4.6791 -3.8934 -0.4599 -1.33
C 4.2371 -2.3862 -0.4430 1.50
C 4.9690 -1.3734 0.4887 1.16
C 5.4039 -0.0788 -0.0628 -0.71
C 6.0459 0.8501 0.8587 -0.58
N 6.2838 0.6729 2.1858 -0.59
C 5.8925 -0.5385 2.6580 -0.60
C 5.2337 -1.6060 1.9218 -0.51
O 4.1887 -1.8554 -1.8061 -0.47
S 2.8174 -0.9320 -2.0015 1.41
O 1.9707 -1.3623 -3.0973 -0.71
O 3.0261 0.4948 -2.1806 -0.61
O 2.2386 -1.0484 -0.4493 -0.18
C 2.6929 -2.3743 -0.0512 0.13
O 1.8636 -3.2473 -0.8550 -0.57
C 2.2678 -2.7447 1.4212 -0.84
N 2.0854 -1.5486 2.3038 -0.44
H 8.1748 -1.2507 0.3823 0.18
H 7.9862 -2.5277 1.6806 0.18
H 9.6266 -2.2165 0.9840 0.35
H 6.3794 -5.2527 -0.1866 0.48
H 6.3483 -3.8643 0.9758 0.28
H 4.5292 -4.2532 -1.5190 0.43
H 4.0205 -4.5570 0.1640 0.35
H 5.2551 0.1986 -1.1263 0.23
H 6.3461 1.8413 0.4255 0.39
H 6.0685 -0.7273 3.7496 0.35
H 4.9239 -2.5547 2.4076 0.49
H 0.9988 -2.7905 -0.8408 0.52
H 3.0648 -3.3668 1.9172 0.27
H 1.3019 -3.3146 1.4695 0.45
H 2.7080 -1.6154 3.1139 0.22
H 1.1338 -1.5203 2.6717 0.25
C -0.8234 1.1525 -1.1659 -0.70
C -1.6672 1.0214 0.0911 0.35
C -1.0255 1.7410 1.2660 -0.94
O -1.8290 -0.3617 0.4128 -0.38
H 0.1635 0.7058 -1.0193 -0.18
H -1.2897 0.6212 -1.9991 0.38
H -0.6941 2.1995 -1.4479 0.23
H -2.6637 1.4307 -0.0906 0.27
H -0.0433 1.3152 1.4947 0.15
H -1.6354 1.6287 2.1644 0.23
H -0.9035 2.8063 1.0571 0.35
H -0.9525 -0.7313 0.5755 0.23
C -3.0737 2.4613 5.4837 -1.27
C -1.9856 1.4208 5.6996 0.43
C -1.4517 1.4661 7.1231 -1.32
O -0.9173 1.6519 4.7823 -0.49
H -2.6841 3.4708 5.6464 0.34
H -3.4403 2.4249 4.4557 0.31
H -3.9152 2.2994 6.1607 0.38
H -2.3824 0.4253 5.4878 0.26
H -1.0078 2.4422 7.3409 0.35
H -0.6646 0.7217 7.2610 0.31
H -2.2449 1.2745 7.8490 0.38
H -0.5577 2.5297 4.9592 0.33
C -5.3937 -3.0264 0.4178 -1.33
C -4.3075 -4.0676 0.6346 0.74
C -3.7716 -4.0182 2.0567 -1.28
O -3.2402 -3.8404 -0.2855 -0.57
H -5.0019 -2.0171 0.5768 0.37
H -5.7624 -3.0654 -0.6099 0.32
H -6.2341 -3.1856 1.0974 0.36
H -4.7060 -5.0621 0.4271 0.06
H -3.3250 -3.0418 2.2712 0.37
H -2.9847 -4.7639 2.1963 0.29
H -4.5637 -4.2065 2.7834 0.35
H -2.8801 -2.9608 -0.1100 0.32
C 7.9582 4.6996 -3.1580 -1.38
C 7.3581 3.3759 -2.7103 0.49
C 6.4504 2.7895 -3.7807 -1.13
O 6.6122 3.5731 -1.5091 -0.49
H 7.1731 5.4372 -3.3500 0.35
H 8.5985 5.1140 -2.3765 0.34
H 8.5508 4.5772 -4.0670 0.37
H 8.1587 2.6692 -2.4802 0.27
H 5.6147 3.4628 -3.9935 0.33
H 6.0181 1.8453 -3.4423 0.17
H 6.9982 2.6103 -4.7082 0.38
H 5.9006 4.1964 -1.6995 0.32
C -1.3142 7.0693 -2.0157 -1.43
C -1.6804 5.7433 -1.3673 0.49
C -2.3103 4.7924 -2.3724 -0.94
O -2.5922 5.9744 -0.2946 -0.57
H -2.2043 7.5668 -2.4124 0.32
H -0.8731 7.7462 -1.2808 0.35
H -0.6019 6.9269 -2.8315 0.36
H -0.7863 5.2851 -0.9380 0.30
H -3.2327 5.2141 -2.7810 0.18
H -2.5783 3.8481 -1.8915 0.19
H -1.6272 4.5822 -3.1986 0.39
H -3.3869 6.3800 -0.6633 0.35
C -7.3093 -8.4446 2.4555 -1.32
C -7.1753 -7.0475 1.8697 0.37
C -7.1831 -7.0821 0.3491 -1.20
O -5.9603 -6.4541 2.3262 -0.47
H -6.4722 -9.0779 2.1463 0.35
H -7.2916 -8.4060 3.5467 0.31
H -8.2405 -8.9187 2.1377 0.38
H -7.9946 -6.4197 2.2269 0.26
H -6.3416 -7.6695 -0.0309 0.32
H -7.0757 -6.0740 -0.0578 0.25
H -8.1104 -7.5155 -0.0316 0.42
H -5.2275 -7.0007 2.0165 0.35
C -7.2614 4.6543 -4.9139 -1.27
C -6.0362 5.5551 -4.9260 0.34
C -4.9177 4.9563 -5.7648 -1.18
O -5.5759 5.7512 -3.5894 -0.54
H -7.0229 3.6792 -4.4786 0.33
H -8.0519 5.0909 -4.2999 0.31
H -7.6482 4.4999 -5.9235 0.39
H -6.3062 6.5368 -5.3211 0.28
H -4.6003 3.9911 -5.3580 0.29
H -4.0411 5.6079 -5.7561 0.29
H -5.2345 4.8107 -6.7997 0.41
H -5.3344 4.8889 -3.2293 0.35